15
Properties=species:S:1:pos:R:3:forces:R:3 method="wB97M-V/def2-TZVPD" homo_energy_ha="-0.307 / -0.307" e_tot_ev=-10776.5779 e_lumo_ev="-0.51 / -0.51" gap_ev="7.86 / 7.85"
C -0.523418 0.747079 2.485371 0.833 -0.399 1.062
C -0.027961 1.119195 -0.338057 -1.356 2.191 1.255
C -0.263298 -1.253572 0.119113 -0.281 -0.617 0.689
C 0.961374 -0.347294 -1.863568 0.271 0.281 -0.401
N 0.242014 0.253428 3.203974 0.405 -0.129 0.317
N -1.400158 1.115387 1.615303 -0.075 0.164 -3.070
N 0.173536 -0.107563 -0.647625 0.065 -0.415 -0.117
O 0.143556 2.237827 -0.647334 -0.007 -1.322 0.253
H 0.561211 -1.640456 0.721309 -0.037 0.043 -0.066
H -1.072133 -0.959332 0.784177 0.063 -0.009 -0.139
H -0.609290 -2.030445 -0.564678 0.011 0.168 -0.012
H 1.934969 0.137092 -1.789606 -0.025 -0.055 0.026
H 1.096792 -1.417373 -1.984140 -0.027 0.021 0.088
H 0.435052 0.052326 -2.731874 0.020 -0.053 0.052
H -1.652246 2.093701 1.637637 0.140 0.131 0.063